Computed, not measured: C38H70AlBN4O2P2Sb as an isolated structure, with ωB97M-V with the def2-TZVPD basis set.

Calculated values
**Net charge**: +1
**Frontier orbital gap**: 7.81 eV
**Calculated total energy**: -3049.5611 a.u.

The geometry in XYZ format:
```
119
Properties=species:S:1:pos:R:3:forces:R:3
H -1.877444 1.386494 -4.420736 -0.0118 0.0163 0.0124
H -2.092541 -0.170211 4.144450 0.0000 0.0030 -0.0006
H -1.021499 -1.205647 -3.796972 0.1152 -0.0255 0.0163
C 4.331574 0.151320 2.294888 -0.0645 0.0569 -0.0578
Sb 1.485589 -2.626731 -1.299634 -0.4791 -0.1377 0.0804
O 3.058717 0.741631 2.440272 -0.0325 0.0614 0.0734
C 1.263377 -2.643909 -3.465863 0.1335 0.1530 -0.0343
H 1.393770 -1.125479 -5.023475 0.0035 -0.0166 0.0062
H 4.015799 -2.589621 0.633669 0.0103 0.1089 0.0280
H -4.510426 3.535010 -0.680712 0.0022 -0.0030 -0.0019
Al -0.452544 -0.476454 -0.070027 0.4608 -0.1551 0.0060
H 4.842396 4.083939 -1.884866 0.0145 -0.0117 0.0072
C -5.439864 -1.330549 -1.012875 -0.0621 -0.0450 0.0013
H 4.878065 2.762207 1.766314 0.0090 -0.0078 -0.0182
H -3.875970 -1.649508 1.199636 0.0173 0.0242 -0.0102
H 0.528789 -4.256246 1.330505 -0.0139 0.0412 -0.0047
H -0.922344 -3.486983 -0.638941 -0.0104 0.0443 -0.0145
C 1.259549 3.219698 -0.248163 -0.0958 0.1023 0.0549
C -2.380176 3.227381 -0.511645 -0.0567 -0.0756 0.0362
H -2.747013 -2.837428 0.547686 0.0378 -0.0181 -0.0328
C -2.080559 -1.153841 -4.027337 -0.0314 -0.0770 -0.0441
H 0.963095 -5.659443 0.372522 0.0038 0.0135 0.0004
H 2.504655 -2.841545 3.532583 -0.0101 -0.0024 -0.0097
C 2.816649 2.032930 1.858845 0.0039 -0.0917 -0.0114
C 3.219168 2.136936 -2.545349 0.0125 0.0269 -0.0300
C 5.008827 1.433683 -1.000637 0.0034 -0.0177 0.0128
C -0.604008 -1.134864 2.236566 -0.0404 0.0202 0.0318
H 2.816597 -5.332751 -2.513106 0.0157 0.0022 0.0350
H 2.657175 -5.761256 -0.808994 -0.0044 0.0118 0.0034
H 4.247467 -5.631129 -1.536308 -0.0022 -0.0062 -0.0056
H -4.260007 5.976566 -0.966313 -0.0020 -0.0010 -0.0026
C -2.759035 -0.094127 -3.160601 -0.0097 -0.0331 0.0026
H 4.290254 -0.796044 2.827551 -0.0124 -0.0271 0.0255
N -0.516668 -1.404275 3.547771 -0.0020 -0.0145 0.0173
N -0.140585 2.836782 -0.302575 -0.1078 -0.0007 -0.1047
H -2.039106 7.028527 -0.923340 -0.0013 0.0011 -0.0017
H -4.137288 0.603322 -4.639128 -0.0035 -0.0123 -0.0014
H 1.307567 3.512206 2.442346 0.0011 -0.0590 0.0452
H -0.613278 -4.601344 -2.862530 -0.0191 0.0096 0.0248
C 3.911561 3.036220 2.183964 -0.0049 -0.0034 0.0816
C 1.550892 -2.051328 1.728301 0.2318 0.0296 -0.1134
H 5.124440 0.761371 2.733965 0.0140 0.0112 -0.0004
H 3.052548 -3.689722 -4.135057 -0.0081 -0.0028 0.0038
H 5.035972 -3.978231 0.210053 -0.0272 -0.0162 -0.0177
H 5.718365 1.652509 -1.803207 -0.0064 -0.0062 0.0057
C -1.967733 1.210786 -3.345696 -0.0302 0.0091 0.0031
H 0.658644 1.886269 2.189856 0.0250 -0.0192 0.0271
H -5.558372 -0.452704 -0.377465 0.0117 -0.0049 0.0189
C 0.636874 -2.014213 3.989824 -0.0314 0.0119 0.0221
C -2.123694 5.956504 -0.807777 0.0038 -0.0185 0.0070
H -2.884490 -3.467915 -2.003960 0.0231 -0.0125 0.0093
C 3.795761 2.355329 -1.136266 0.0496 0.0185 0.0208
C -4.189840 0.127973 -3.656589 -0.0038 0.0181 -0.0772
H 4.725977 0.381100 -1.081713 -0.0092 -0.0081 0.0063
C -1.113003 3.825309 -0.489609 0.1160 0.0175 0.1392
H -4.467146 -3.217498 0.643454 0.0005 0.0092 0.0122
H 1.644187 2.236602 3.618195 -0.0055 0.0268 0.0022
O -1.605668 -0.647567 1.644420 -0.1841 0.1737 0.1642
H 2.723968 -1.080668 -3.872643 -0.0024 -0.0193 0.0078
H 0.001258 5.667126 -0.603753 0.0021 0.0016 -0.0090
C 3.359568 -3.727676 -1.111211 0.1370 0.2467 0.0413
N -2.202920 1.853836 -0.352501 0.0501 -0.0514 -0.0771
H -2.468708 2.073573 -2.909654 -0.0040 0.0154 0.0302
H 3.430688 4.517475 -0.933558 0.0196 -0.0036 -0.0227
H 4.019278 3.125030 3.268597 -0.0018 -0.0233 -0.0028
H 0.187348 -2.775350 -3.579704 -0.0705 -0.0060 -0.0746
H -2.173317 -0.856997 -5.075098 0.0058 -0.0103 0.0037
C 1.631305 -2.340531 3.137115 0.0372 -0.0258 -0.0009
C 4.258088 3.809683 -1.002115 0.0304 0.0378 0.0125
H 1.148988 -0.452120 -3.407002 -0.0130 0.0050 0.0013
C -3.525905 3.985768 -0.679915 -0.0162 0.0352 -0.0098
H 3.644170 4.017427 1.790015 -0.0051 -0.0190 0.0202
C 4.006875 -3.609098 0.262180 0.0365 -0.1108 -0.0164
N 0.434554 -1.395527 1.411596 -0.2864 -0.0194 -0.0668
H 1.395856 3.953387 0.552024 0.0179 0.0410 -0.1763
H -0.957797 1.153840 -2.935362 0.0102 -0.0223 0.0132
P 2.412274 1.786572 0.011710 0.0046 -0.1431 -0.0282
H 2.869535 1.112020 -2.677938 -0.0075 -0.0240 0.0158
H -3.643681 0.580080 0.524473 -0.0182 0.0029 0.0080
C -3.380577 5.361195 -0.833443 0.0088 -0.0169 0.0087
H 1.617438 -4.717058 -4.069728 -0.0192 0.0252 -0.0136
C -0.367339 -5.097839 -1.922813 0.0064 -0.0248 -0.0187
C 3.246411 -5.189946 -1.525665 0.0168 -0.0487 0.0090
H -5.773426 -1.079264 -2.016787 0.0142 -0.0053 0.0685
H 2.392669 2.810771 -2.775927 -0.0140 -0.0097 0.0014
H 0.661061 -2.219522 5.052302 -0.0029 0.0096 0.0004
C -3.901742 -3.074352 -1.949657 -0.0488 -0.0114 -0.0235
H -1.269338 -1.046899 5.452974 -0.0207 0.0021 0.0070
H 1.523132 3.727953 -1.176404 -0.0010 -0.0578 -0.0319
C -3.277519 0.891169 -0.457469 -0.0271 0.0621 -0.0036
C -4.014549 -1.895186 -0.979006 0.0429 -0.0158 0.0169
H -2.513313 -2.148099 -3.924892 0.0424 0.0526 -0.0162
H -4.732532 -0.809090 -3.777852 0.0232 0.0344 -0.0082
H 0.468437 -5.772298 -2.116030 -0.0007 0.0051 0.0158
C -0.972504 5.196131 -0.629467 -0.0287 0.0252 -0.0138
H -2.391044 -1.905690 4.369881 -0.0062 0.0002 -0.0039
C -1.644729 -1.115897 4.435960 0.0595 0.0004 -0.0208
C 0.203428 -4.888891 0.506585 0.0020 -0.0316 -0.0046
C 1.646988 -1.249546 -3.966033 -0.0111 0.0081 -0.0332
H -4.118841 1.325960 -1.001479 0.0097 -0.0003 -0.0011
H -0.713610 -5.400511 0.816585 0.0031 -0.0045 -0.0198
C -3.748788 -2.419701 0.440312 -0.0328 0.0010 -0.0074
H 4.572571 -0.058691 1.252557 0.0108 0.0063 -0.1553
C 1.971412 -3.710535 -4.290406 0.0357 -0.0326 0.0061
H -1.224664 -5.720069 -1.645046 0.0064 0.0069 0.0035
H -4.548648 -3.880656 -1.596540 -0.0066 0.0047 -0.0010
P -2.698347 -0.619262 -1.362979 0.0701 0.0107 0.1287
H -6.115374 -2.097641 -0.625956 -0.0099 0.0005 -0.0187
H 4.000175 -3.207153 -1.830652 -0.0599 0.0187 -0.0552
H 4.898455 3.955273 -0.133436 -0.0289 -0.0044 -0.0296
H 4.004280 2.324027 -3.282355 -0.0072 0.0079 -0.0005
H 5.533947 1.582433 -0.058037 -0.0003 -0.0311 0.0615
B -0.794832 1.568162 -0.241385 0.1381 0.0159 -0.1045
H 1.800720 -3.531574 -5.356445 -0.0132 0.0119 0.0086
C 1.520214 2.450221 2.555856 -0.0461 -0.0099 0.0988
C -0.041957 -4.123097 -0.793520 0.0396 -0.0438 -0.0079
H -4.769540 0.788039 -3.010483 0.0123 0.0098 -0.0082
H -4.227356 -2.811500 -2.955959 0.0030 -0.0204 0.0401
H 3.474060 -4.216970 0.996755 -0.0224 0.0504 0.0078
```
Forces are in eV/Å.

Results of the Mulliken charge analysis, in e, for atoms 1 through 6:
1 H 0.7769
2 H 0.2946
3 H 0.0888
4 C -0.6126
5 Sb 0.2499
6 O -0.3509

Computed, not measured: a 4-piece molecular cluster, C38H71FN3O7 overall at a distorted geometry, with ωB97M-V with the def2-TZVPD basis set.

Calculated values
**Frontier orbital gap (spin up / spin down)**: 8.80 / 8.98 eV
**Multiplicity**: 4
**Expectation value of S²**: 3.762
**Calculated total energy**: -2281.0754 a.u.

The geometry in XYZ format:
```
120
Properties=species:S:1:pos:R:3:forces:R:3
C 4.186518 5.970284 1.512088 -0.5351 -0.1033 -0.0473
C 1.719406 -0.384789 1.288258 1.2301 -0.2531 0.7837
C 0.977617 0.822185 0.685389 -0.0128 -0.1236 -0.7370
H -2.921231 -1.938068 -4.492596 0.0964 -0.1306 -0.1673
C -5.030383 -6.367064 1.673971 -0.0425 0.0164 -0.0199
H 6.719039 6.850413 0.890577 -0.1080 -0.0451 0.1856
O 2.361653 -1.291476 0.444527 -0.8623 0.4902 -0.3095
H 1.853339 -2.698553 3.698148 0.1888 0.1662 -0.0116
C 4.806462 7.344856 1.774395 1.7189 -0.5155 1.0534
H 2.194321 9.396953 4.338844 -0.1471 -0.0930 -0.1160
H 3.051178 -3.268125 -4.267295 -0.0348 0.0337 0.0022
H 3.812522 8.823756 4.211139 0.0163 -0.1015 -0.0849
O 1.100215 1.778385 1.767115 -0.0356 -0.0734 0.3520
C 1.564341 -2.581478 -5.699275 1.1378 -1.4704 -1.0313
H -5.832564 -3.647471 -1.421255 -0.0993 -0.0612 0.2089
C 3.012900 5.680124 2.440192 -0.0581 0.0463 0.0084
H -0.702761 1.696347 -0.262531 0.1020 -0.2180 0.0142
C 1.586545 -1.709353 -0.679155 -0.3774 -1.0001 -0.4048
H 2.782523 -1.199004 5.573470 -0.1860 0.0564 -0.0188
H 1.811830 0.117348 4.797454 0.3945 -0.1176 0.0155
H -0.396686 -1.995547 0.281235 0.1604 -0.2373 0.1055
H -5.957814 -6.312947 2.250994 0.0323 0.0407 0.0346
H -1.718621 -0.875512 -3.790147 0.1321 -0.0719 0.0351
H 1.637331 -0.498272 -6.285088 -0.0387 -0.0827 0.1487
H -4.088385 -3.781128 -1.319881 0.0671 0.0714 0.1330
C -1.900383 -1.901928 -4.109695 0.4717 0.3336 0.4850
C 1.087750 -1.054319 2.528783 -0.0858 -0.0769 0.1219
H -3.602773 0.100874 1.384923 0.0140 0.5989 0.2859
C 5.930310 7.592877 0.764647 -0.2881 0.3658 -0.4680
H 6.374931 8.579800 0.910010 -0.0531 -0.0027 -0.0165
H -0.090724 -2.332626 -8.019931 0.0459 -0.0232 0.0339
H -0.727450 -4.541430 -5.545396 0.0726 0.0984 -0.0469
H -1.799034 -3.739381 -6.690616 0.0539 -0.0024 0.0045
F 0.763427 -1.447009 5.435311 0.1425 0.0046 0.1549
O 0.725004 -1.529846 -3.879502 0.1275 -0.4708 0.7017
H -6.062805 -5.844673 -0.140187 -0.0286 0.2121 -0.0419
O 3.475640 8.655145 0.493505 0.3289 0.7213 0.0406
H 0.002275 -0.588970 -8.076949 -0.0284 -0.0355 -0.0062
C -1.026089 -1.333089 -6.343014 0.5219 0.3346 -0.1249
H -2.303557 -4.070329 -5.038576 -0.0534 0.2017 -0.0192
C 1.442826 -1.472226 -6.746751 -0.4213 0.3703 -0.0358
H -2.672859 -2.884946 3.766943 0.0064 -0.0170 -0.0434
C 2.528916 8.214571 2.508159 -0.7908 0.4753 1.9027
C -6.530393 -3.523811 1.076984 -0.1228 0.0969 0.3565
C 1.965550 -0.964138 4.884676 -0.0511 -0.2126 -0.4293
C -5.140955 -4.027227 0.590507 -2.0309 0.4614 -0.4417
H -1.332715 0.033372 2.203105 0.4467 -0.5481 -0.4395
H 2.531645 7.700861 4.660454 0.0492 -0.0095 -0.0279
H -4.891490 -7.421063 1.421858 -0.0439 0.0175 -0.0006
H -4.319372 -5.833987 -0.262961 0.0566 0.1500 0.0330
H -2.619308 -4.475448 4.524944 -0.1966 -0.0422 -0.0448
C -0.449873 0.710279 0.160413 -0.0977 1.1418 1.1367
H 1.612856 -4.767270 -5.709260 -0.0129 0.0381 0.0251
H 2.555932 4.729594 2.160596 0.0067 -0.0031 0.0997
H 3.350973 5.560506 3.472831 0.0430 -0.0114 -0.0252
C 5.526232 7.306449 3.138012 -0.2358 0.0281 0.3319
H 2.439920 -4.022010 -7.073808 0.0593 0.1402 0.1029
C 1.409962 9.174716 2.088759 0.1944 0.1870 -0.6914
C 0.066111 -1.444800 -7.400919 -0.0473 -0.0314 -0.0016
C -5.153380 -5.554327 0.389825 0.4605 -0.3212 0.2652
C 2.782179 8.539819 4.008325 0.3324 -0.0039 0.2124
H -1.848028 -2.549724 -3.231779 0.0205 -0.0017 -0.0290
H -0.188736 -2.697618 -1.302278 0.1370 0.0904 0.1861
C -0.922461 -2.359480 -5.199334 -1.6824 -1.2585 -0.4408
H 1.036001 8.966538 1.086563 0.1587 0.0369 -0.0273
C -1.462232 -3.746466 -5.652200 0.1966 -0.3228 -0.1153
C -5.072994 -4.130452 3.783019 -0.3740 -0.0109 -0.1620
H 1.745654 10.213189 2.121465 0.0312 -0.0343 -0.0073
C 2.318539 1.548448 2.325273 -0.4238 -2.4315 -2.1821
H -0.548813 0.005090 -0.665877 0.3667 -0.0311 0.1878
H -2.917910 -6.115702 1.964759 -0.0021 0.1708 -0.0414
H -2.969298 1.240138 0.018004 -0.3993 -0.6317 -0.1731
H 1.187351 6.616075 3.087661 0.0077 0.2101 0.0403
H -5.186625 -3.064747 3.989764 0.0285 -0.0027 -0.0373
H 1.483389 6.706194 1.367943 0.0780 0.1468 -0.0365
C 1.970017 6.788404 2.346011 0.3131 -0.3592 -0.4233
H 5.950359 8.281631 3.385042 -0.0328 0.0109 -0.0377
H 0.362084 -1.836430 2.294382 0.0810 0.2843 -0.3691
N -4.088384 -3.576669 1.547965 1.4772 -1.8080 -1.1710
H 1.309267 -0.897888 -1.364819 0.2752 0.1628 0.3647
H -4.873938 -4.631152 4.731262 0.1702 -0.0029 -0.0650
H 6.345551 6.586949 3.111735 -0.0281 0.0108 -0.1779
H 4.883051 6.996743 3.960058 -0.0142 0.0674 -0.0272
H 0.701736 -4.096413 -7.065547 -0.0168 -0.0092 0.0770
H -6.477783 -2.984012 2.019955 0.0846 -0.1034 0.0227
H -2.005091 -1.416167 -6.819085 -0.0590 -0.1246 0.1723
H 5.586804 7.519861 -0.266560 -0.1016 0.1097 0.0568
C -3.844387 -5.883036 2.500712 -0.0718 -0.2355 -0.4977
C 0.327710 -2.522094 -0.344045 -0.0878 -0.0181 -0.7575
H -7.246049 -4.339330 1.197803 0.0333 0.0040 0.0415
H -4.893732 -2.316244 -0.740336 0.0186 -0.0259 0.0384
C -3.916640 -4.382665 2.793845 -0.6274 0.0387 2.0182
H -1.744397 -4.199763 3.032758 -0.0733 0.0799 -0.1057
C -2.663554 -3.958511 3.566069 0.3835 0.2391 -0.4891
H 0.563965 9.073352 2.770256 0.1592 -0.1186 0.1375
H -3.799821 -6.443298 3.437623 0.0158 0.2058 0.0962
C -1.523265 0.400671 1.198320 0.5996 -0.1529 0.1540
H 2.238138 -2.373736 -1.258013 0.0769 0.2915 0.1629
H 3.136953 -1.530818 -4.589956 -0.1302 -0.0382 0.0693
N 0.470645 -2.514539 -4.684089 0.0942 2.6268 -0.3092
H 3.154274 -1.653776 3.159494 -0.1843 0.3090 0.0386
H -6.031839 -4.514290 3.437868 0.0213 0.0673 -0.0377
O 2.909177 2.208312 3.071239 0.8860 2.2083 2.0028
H 1.639515 1.277467 -0.068471 -0.2584 -0.7118 -0.3236
O -2.951018 -3.546140 0.926104 0.1599 0.8131 0.0804
H 3.843850 5.905628 0.473495 0.0039 0.1887 0.0034
H 3.725356 -2.670478 -5.782766 -0.1640 -0.0659 -0.1179
C 1.567841 -3.943259 -6.423653 -0.3684 -0.1335 -0.1249
H -0.978980 -0.323730 -5.920318 0.0541 -0.0751 0.1336
O 2.838284 0.373056 1.842561 -0.7162 0.5630 0.2327
N 3.786368 8.435167 1.734492 -1.1968 -1.3812 -1.8924
H 4.943646 5.190976 1.628352 0.1337 0.1658 0.0363
H 0.528849 -0.272114 3.059494 0.0767 -0.2036 -0.0796
H -6.966095 -2.808453 0.378587 0.0741 -0.1377 -0.1394
H 2.209155 -1.600495 -7.514782 0.0766 -0.1673 0.1363
C 2.944444 -2.503967 -5.040386 -0.1256 0.3485 0.5605
C 2.124944 -1.648010 3.525960 -0.5721 -0.1107 0.1167
C -4.969297 -3.404105 -0.799926 0.7201 0.1622 -0.0203
C -2.778691 0.588548 0.873874 -0.8843 0.3619 -0.5926
H 0.558566 -3.522544 0.037870 -0.0035 0.3455 0.3221
```
Forces are in eV/Å.

Results of the Mulliken charge analysis, in e, for atoms 1 through 6:
1 C -1.4487
2 C 1.5654
3 C -0.3490
4 H 0.5066
5 C -0.4906
6 H 0.4086

> The highest calculated total energy belongs to which entry?

C38H71FN3O7

> calculated total energy of number 2 (C38H71FN3O7)?

-2281.0754 a.u.

> The lowest calculated total energy belongs to which entry?

C38H70AlBN4O2P2Sb

> Among the records above, which one has the highest calculated total energy?

C38H71FN3O7